C8H16FNO | ωB97M-V with the def2-TZVPD basis set

Cartesian coordinates (Å):
C -3.792 1.482 0.354
C -2.983 0.295 -0.204
C -2.015 -0.393 0.786
C -0.659 0.258 0.923
N 0.152 -0.046 -0.239
O 0.068 0.810 -1.387
C 1.199 0.842 -0.708
F 1.322 1.999 0.077
C 2.584 0.414 -1.098
C 3.340 -0.425 0.013
C 3.338 0.168 1.389
H -4.366 2.093 -0.488
H -4.532 1.119 1.116
H -3.169 2.146 0.961
H -3.785 -0.259 -0.684
H -2.408 0.534 -1.041
H -2.498 -0.299 1.711
H -1.833 -1.456 0.675
H -0.151 -0.124 1.785
H -0.732 1.337 1.165
H 2.545 -0.129 -2.015
H 3.127 1.465 -1.194
H 2.811 -1.361 -0.030
H 4.378 -0.501 -0.386
H 3.924 0.984 1.533
H 3.739 -0.458 2.157
H 2.342 0.392 1.672

## Properties
SMILES: CCCCN1O[C@]1(F)CCC
Energy in eV: -14807.347
Highest occupied orbital energy in Eh: -0.3514